The following is a DFT calculation (wB97M-V/def2-TZVPD) of a gas-phase ion, C10H24N5 (charge +1).

Geometry as XYZ:
```
39
Properties=species:S:1:pos:R:3:forces:R:3
C -1.671791 1.434485 -0.121835 -8.5 -6.4 1.9
C -0.406559 1.723850 -0.358415 7.5 4.2 -0.6
C -2.305011 0.069640 0.052942 -1.6 4.6 0.1
C 0.019341 3.226514 -0.353836 2.7 -3.3 2.1
C -3.833443 0.156401 0.215998 -1.1 1.0 0.8
C -2.412516 -2.248573 0.556680 -2.8 2.9 -2.7
C 3.455717 -0.115799 -0.598120 0.0 -0.2 -2.1
C 1.804144 -2.440518 0.527837 -0.4 -0.7 -2.3
C 0.665908 0.506721 -2.085115 -0.5 3.0 -1.5
C 0.491222 0.180708 1.626353 0.8 -1.2 1.7
N -1.678549 -1.006909 0.360127 0.6 -1.2 -0.3
N 2.559481 0.180978 0.442308 -2.5 -3.0 1.2
N 0.921277 -1.402785 -0.151935 2.1 -2.6 0.3
N 0.578660 0.802086 -0.683405 -1.4 1.2 -0.2
N 1.125081 -0.086244 0.286567 0.5 0.0 0.8
H -2.373340 2.225825 -0.028257 -0.5 0.6 -0.3
H 0.739426 3.340917 0.598804 -1.6 0.2 -1.8
H -0.710796 3.961521 -0.415727 -1.6 1.0 0.3
H 0.669702 3.362337 -1.181685 0.9 0.3 -0.8
H -4.011011 0.637016 1.300430 0.0 -1.7 -2.2
H -4.235924 0.939767 -0.450637 0.3 -0.3 0.2
H -4.470483 -0.769849 -0.054831 1.3 1.4 1.0
H -3.090331 -2.198363 1.422157 0.0 -0.2 -0.4
H -1.658810 -2.897663 0.708534 1.9 -3.1 0.5
H -2.975994 -2.398637 -0.488009 0.9 -0.4 2.5
H 3.006094 -0.765391 -1.394310 0.4 0.7 0.8
H 3.797354 0.823751 -1.052562 0.2 -0.5 -0.2
H 4.240383 -0.669847 -0.130300 1.0 -0.3 -0.2
H 1.055741 -3.189510 0.870632 1.0 0.0 -0.5
H 2.603693 -2.838340 -0.229204 -1.8 0.5 1.4
H 2.328834 -2.103894 1.381094 0.4 0.6 0.9
H 1.161043 -0.365778 -2.205331 1.3 -2.9 -0.6
H -0.297965 0.466342 -2.677349 0.7 0.0 1.2
H 1.312028 1.295424 -2.549378 -0.6 -0.5 0.1
H -0.561208 -0.017042 1.615313 0.0 -0.2 -0.3
H 0.943207 -0.377109 2.512570 -0.1 0.3 -1.8
H 0.632851 1.185043 1.844686 0.4 2.1 0.3
H 2.623845 1.055110 0.826855 0.1 2.6 0.9
H -0.041319 -1.682189 0.060349 0.0 1.3 -0.2
```
Forces are in eV/Å.

Properties
Total energy = -18193.162 eV
2S+1 = 3
Net charge = +1